Molecular formula: C27H42O27
Method: DFT, wB97M-V/def2-TZVPD

Each line ends with the Mulliken charge.
Atoms and positions in Å:
C (14.8996, 11.3932, -0.8644)  -0.6418
O (13.6710, 10.9137, -0.2821)  -0.3049
C (12.4853, 10.9544, -0.9922)  0.7723
O (12.3578, 11.0512, -2.1966)  -0.5455
O (11.5042, 10.6920, -0.1485)  -0.2894
C (10.1865, 10.8027, -0.6489)  -0.6665
H (15.0787, 10.8875, -1.8131)  0.2927
H (15.7479, 11.2065, -0.2058)  0.2563
H (15.0546, 12.4720, -0.8798)  0.2835
H (10.0765, 11.8063, -1.0597)  0.2950
H (9.4345, 10.8203, 0.1400)  0.2651
H (9.8745, 10.1154, -1.4353)  0.2836
C (8.1879, 27.8180, -3.7448)  -0.6290
O (9.2526, 27.0032, -4.2426)  -0.3160
C (9.2270, 25.6633, -4.0923)  0.8079
O (8.3736, 25.0596, -3.4041)  -0.5995
O (10.2033, 25.1811, -4.7272)  -0.2813
C (10.5777, 23.8153, -4.4519)  -0.6580
H (7.2865, 27.4638, -4.2449)  0.2883
H (8.4585, 28.8696, -3.8395)  0.2422
H (7.9277, 27.7757, -2.6872)  0.2925
H (9.7597, 23.0955, -4.4819)  0.3083
H (11.1061, 23.7671, -3.4998)  0.2969
H (11.1970, 23.4181, -5.2562)  0.2478
C (14.7843, 20.6153, -11.9457)  -0.6989
O (14.5864, 21.6060, -10.9283)  -0.2867
C (15.5803, 22.4017, -10.5226)  0.7629
O (16.6896, 22.5502, -10.9995)  -0.5612
O (15.1312, 23.0791, -9.4575)  -0.2910
C (16.0728, 23.5896, -8.5192)  -0.6704
H (14.2970, 20.8618, -12.8890)  0.2905
H (14.1884, 19.7651, -11.6137)  0.2785
H (15.7543, 20.1400, -12.0914)  0.3299
H (17.0092, 23.0317, -8.5111)  0.3025
H (15.7341, 23.5186, -7.4856)  0.2659
H (16.3544, 24.6231, -8.7210)  0.2780
O (16.8541, 14.7972, -16.5326)  -0.5945
C (17.6403, 14.2379, -15.7795)  0.7083
O (18.4513, 13.3432, -16.1826)  -0.2999
C (19.0798, 12.7163, -15.0673)  -0.3091
C (18.9243, 13.7243, -13.9818)  -0.2783
O (17.7576, 14.4040, -14.4817)  -0.3237
H (18.6048, 11.8454, -14.6157)  0.2463
H (20.1278, 12.4415, -15.1871)  0.3207
H (19.7809, 14.3970, -14.0228)  0.2402
H (18.6690, 13.3411, -12.9938)  0.2902
O (23.7103, 12.7331, -9.4199)  -0.5515
C (23.5767, 12.7667, -8.1978)  0.6819
O (24.6250, 12.9966, -7.3883)  -0.3196
C (24.2758, 12.6390, -6.0435)  -0.2870
C (22.6745, 12.5694, -6.1008)  -0.2589
O (22.4897, 12.4284, -7.4711)  -0.3136
H (24.6485, 11.6704, -5.7102)  0.2371
H (24.6348, 13.3736, -5.3226)  0.2896
H (22.2404, 13.4561, -5.6390)  0.2531
H (22.3147, 11.6976, -5.5543)  0.2690
O (15.1336, 14.0459, -8.2847)  -0.5479
C (15.4963, 15.0383, -7.6759)  0.6738
O (14.9684, 16.3240, -7.8198)  -0.3278
C (15.3278, 17.1191, -6.7352)  -0.2920
C (16.5757, 16.4388, -6.2643)  -0.3198
O (16.3953, 15.1034, -6.7085)  -0.3180
H (15.4915, 18.1763, -6.9439)  0.3049
H (14.6145, 17.1025, -5.9112)  0.2625
H (16.6832, 16.5616, -5.1866)  0.2923
H (17.4504, 16.7282, -6.8469)  0.2717
O (12.7694, 16.7912, 0.4832)  -0.6035
C (11.6433, 16.8032, 1.0192)  0.7242
O (10.4595, 16.7078, 0.3591)  -0.3175
C (9.4466, 17.0531, 1.2693)  -0.2588
C (10.1215, 16.8689, 2.6656)  -0.2771
O (11.4659, 16.8070, 2.2917)  -0.3106
H (8.9877, 18.0388, 1.1920)  0.2705
H (8.7119, 16.2525, 1.1835)  0.2573
H (9.8630, 15.9510, 3.1935)  0.2685
H (10.0405, 17.7935, 3.2371)  0.2464
O (5.1492, 10.8975, -9.2913)  -0.5313
C (6.2670, 10.6684, -8.8974)  0.6788
O (7.3580, 10.5827, -9.6454)  -0.3163
C (8.4231, 10.0140, -8.9535)  -0.2875
C (8.0685, 10.2733, -7.5179)  -0.2880
O (6.5842, 10.3162, -7.6056)  -0.3393
H (8.4304, 8.9474, -9.1779)  0.2527
H (9.4468, 10.2671, -9.2293)  0.3243
H (8.3901, 11.2111, -7.0650)  0.2434
H (8.3571, 9.4949, -6.8116)  0.2633
O (22.2947, 19.8944, -9.4016)  -0.6068
C (22.5846, 21.1239, -9.2535)  0.7288
O (23.1463, 21.9450, -10.1790)  -0.3088
C (23.0122, 23.2884, -9.7538)  -0.2152
C (22.8384, 23.0408, -8.2705)  -0.3939
O (22.3273, 21.7792, -8.1743)  -0.2916
H (23.9587, 23.8286, -9.7333)  0.2603
H (22.2149, 23.8339, -10.2585)  0.2799
H (22.1483, 23.6532, -7.6900)  0.2954
H (23.8419, 23.1567, -7.8611)  0.2518

Results
* LUMO level: 0.129 eV
* SMILES: COC(=O)OC.COC(=O)OC.COC(=O)OC.O=C1OCCO1.O=C1OCCO1.O=C1OCCO1.O=C1OCCO1.O=C1OCCO1.O=C1OCCO1
* electronic energy: -3085.39314 Eh
* frontier orbital gap: 10.55 eV

Molecular formula: C27H43BN3O8SSiSn
Method: DFT, wB97M-V/def2-TZVPD

Each line ends with the Mulliken charge.
Atoms and positions in Å:
Sn (-0.7974, 0.4421, 1.1595)  1.7621
O (-2.8328, 1.0544, 1.7083)  -0.3525
N (-3.7549, 0.1836, 1.5539)  -0.5888
N (-3.3755, -0.8640, 0.9568)  1.1639
O (-2.1140, -1.0349, 0.5593)  -0.4033
C (-4.2978, -1.9349, 0.6786)  0.2644
C (-3.7966, -3.1044, 0.1334)  -0.3001
C (-4.6867, -4.1360, -0.1300)  -0.6665
C (-6.0358, -3.9895, 0.1501)  -0.5138
C (-6.5099, -2.8036, 0.6957)  -0.5423
C (-5.6444, -1.7576, 0.9654)  -0.4417
H (-2.7442, -3.2019, -0.0801)  0.4445
H (-4.3165, -5.0581, -0.5569)  0.4101
H (-6.7222, -4.7985, -0.0590)  0.4092
H (-7.5635, -2.6878, 0.9099)  0.3975
H (-6.0041, -0.8300, 1.3835)  0.4748
C (4.8622, 0.9950, -1.6715)  -1.7432
C (4.0056, -0.2461, -1.8546)  1.6904
C (4.3280, -1.2914, -0.7979)  -1.5003
C (4.1536, -0.8171, -3.2578)  -1.4412
O (2.6366, 0.2038, -1.7011)  0.7363
Si (1.2654, -0.5755, -1.3632)  -1.0699
S (1.0853, -0.9393, 0.7543)  -0.7924
O (1.2778, -2.0394, -2.0617)  0.3837
C (0.2368, -2.8995, -2.5821)  2.1148
C (0.9089, -4.2432, -2.8112)  -1.9449
C (-0.2800, -2.3227, -3.8902)  -1.4564
C (-0.8813, -3.0297, -1.5573)  -1.8753
O (-0.0144, 0.3227, -1.8356)  0.4795
C (-0.1253, 1.5208, -2.6540)  1.5843
C (0.4830, 1.2477, -4.0230)  -1.4730
C (-1.6174, 1.7897, -2.7651)  -1.6033
C (0.5825, 2.6715, -1.9677)  -1.6207
H (5.9173, 0.7543, -1.8055)  0.4349
H (4.7234, 1.4068, -0.6712)  0.3431
H (4.5856, 1.7556, -2.4024)  0.3266
H (5.3627, -1.6185, -0.9099)  0.5111
H (3.6890, -2.1703, -0.9044)  0.1845
H (4.2069, -0.8802, 0.2054)  0.3081
H (5.1839, -1.1261, -3.4397)  0.5133
H (3.8853, -0.0642, -4.0001)  0.3296
H (3.5046, -1.6832, -3.3853)  0.1046
H (1.7458, -4.1337, -3.5012)  0.4463
H (0.2012, -4.9560, -3.2366)  0.3747
H (1.2854, -4.6451, -1.8702)  0.3936
H (0.5421, -2.1900, -4.5949)  0.4221
H (-0.7626, -1.3614, -3.7227)  -0.0248
H (-1.0117, -2.9968, -4.3388)  0.5355
H (-0.4826, -3.4098, -0.6154)  0.4753
H (-1.6417, -3.7227, -1.9244)  0.6300
H (-1.3640, -2.0684, -1.3727)  0.1409
H (-0.0070, 0.3979, -4.4978)  0.3157
H (1.5495, 1.0419, -3.9406)  0.1200
H (0.3483, 2.1176, -4.6673)  0.5348
H (-2.1222, 0.9579, -3.2576)  0.3416
H (-1.7995, 2.6961, -3.3427)  0.4561
H (-2.0566, 1.9223, -1.7734)  0.1694
H (1.6416, 2.4530, -1.8237)  0.0602
H (0.1161, 2.8793, -1.0075)  0.4088
H (0.4976, 3.5790, -2.5676)  0.5625
C (0.0874, -2.0797, 4.9796)  -0.7460
N (0.1241, -0.6295, 5.1927)  0.1844
C (0.6399, -0.0541, 6.4412)  -0.8280
C (-0.2897, 0.1582, 4.2365)  -0.0459
O (-0.7517, -0.3021, 3.1594)  -1.0370
H (0.4662, -2.5686, 5.8705)  0.3147
H (0.7032, -2.3436, 4.1213)  0.2753
H (-0.9350, -2.4019, 4.7917)  0.3013
H (0.8911, -0.8665, 7.1149)  0.2730
H (-0.1153, 0.5672, 6.9179)  0.3400
H (1.5389, 0.5291, 6.2511)  0.3510
H (-0.2240, 1.2331, 4.4122)  0.5694
O (-0.6853, 3.7402, 1.0287)  -0.6448
B (-0.2872, 2.5741, 1.6220)  0.8548
O (0.5904, 2.7816, 2.6670)  -0.4557
C (0.7564, 4.1637, 2.7109)  0.7626
C (1.5414, 4.9070, 3.5615)  -1.2540
C (1.5114, 6.2848, 3.3664)  -0.5487
C (0.7309, 6.8647, 2.3691)  -0.5125
C (-0.0574, 6.0974, 1.5169)  -1.1199
C (-0.0158, 4.7374, 1.7214)  0.7207
H (2.1479, 4.4479, 4.3291)  0.5077
H (2.1111, 6.9202, 4.0031)  0.4069
H (0.7384, 7.9396, 2.2529)  0.4085
H (-0.6670, 6.5384, 0.7416)  0.5180

Results
* LUMO level: -2.599 eV
* electronic energy: -2747.68080 Eh
* charge: +1
* frontier orbital gap: 8.93 eV

Molecular formula: C27H43BrHfN2O2P2
Method: DFT, wB97M-V/def2-TZVPD

Each line ends with the Mulliken charge.
Atoms and positions in Å:
C (-3.5563, -2.9382, -1.8863)  -0.1237
C (-2.8543, -1.7115, -2.1373)  0.7366
C (-3.6764, -0.5648, -2.4175)  -0.2553
C (-5.0326, -0.7654, -2.6855)  -0.5032
N (-5.6405, -1.9453, -2.5823)  -0.4010
C (-4.9154, -2.9949, -2.2016)  -0.5508
C (-1.4656, -1.5660, -2.0750)  0.2087
C (-0.2246, -1.2710, -1.9222)  -0.1539
C (1.0612, -1.0827, -2.5982)  0.5398
C (2.1640, -0.5887, -1.7952)  0.8656
C (3.4940, -0.5367, -2.2987)  -0.6092
C (3.6537, -0.8043, -3.6210)  -0.1653
C (2.6242, -1.1735, -4.4943)  -0.5246
C (1.3308, -1.3664, -3.9674)  -0.4770
Hf (1.2922, -0.7898, 0.1557)  0.8801
P (-1.0575, -0.6522, 1.3376)  0.2664
H (-3.2752, 0.4573, -2.4036)  0.4269
H (-3.0677, -3.8192, -1.4592)  0.5177
H (-5.6388, 0.0681, -3.0433)  0.4100
H (-5.4424, -3.9473, -2.1852)  0.4262
H (0.5367, -1.7245, -4.6360)  0.5714
H (2.1305, 0.3686, -1.0600)  -0.7945
H (2.8597, -1.3015, -5.5575)  0.4992
H (4.2970, -0.1471, -1.6951)  0.6331
C (-0.8941, -0.1118, 3.0939)  -0.7584
C (-2.1250, 0.3439, 3.8648)  -1.4409
H (-0.1526, 0.6990, 3.0848)  0.5304
H (-0.4224, -0.9670, 3.5939)  0.6476
H (-1.7916, 0.6451, 4.8616)  0.4703
H (-2.6267, 1.2091, 3.4203)  0.2815
H (-2.8617, -0.4500, 4.0031)  0.3414
C (-2.3537, 0.4586, 0.6759)  0.1886
C (-3.8117, 0.1388, 0.9541)  -1.6879
H (-2.1881, 0.4985, -0.4050)  -0.1392
H (-2.1071, 1.4478, 1.0684)  0.5114
H (-4.4095, 0.9647, 0.5533)  0.4701
H (-4.1504, -0.7680, 0.4435)  0.2567
H (-4.0561, 0.0540, 2.0155)  0.3735
C (-1.8243, -2.3152, 1.3995)  0.3135
C (-2.7816, -2.6379, 2.5408)  -1.4378
H (-0.9876, -3.0301, 1.4179)  0.6105
H (-2.3167, -2.4362, 0.4249)  -0.4897
H (-3.0898, -3.6812, 2.4113)  0.4722
H (-2.3242, -2.5552, 3.5334)  0.3584
H (-3.6924, -2.0333, 2.5198)  0.2823
Br (5.4978, -0.5271, -4.2070)  -0.0371
P (1.1311, 2.0095, 0.1224)  1.2338
C (-0.1031, 3.0159, 1.0400)  -0.6209
C (0.3661, 4.3702, 1.5469)  -1.3483
H (-0.4141, 2.3857, 1.8845)  0.3639
H (-0.9776, 3.1341, 0.3853)  0.6013
H (-0.4214, 4.7995, 2.1742)  0.4456
H (1.2668, 4.2943, 2.1599)  0.2767
H (0.5523, 5.0753, 0.7295)  0.2939
C (2.7884, 2.6550, 0.6987)  -0.7186
C (3.3974, 3.8051, -0.1057)  -1.3385
H (3.4626, 1.7825, 0.6869)  0.4605
H (2.6600, 2.9361, 1.7544)  0.6103
H (4.4380, 3.9549, 0.2236)  0.4548
H (3.4141, 3.5963, -1.1867)  0.2945
H (2.8629, 4.7561, 0.0592)  0.2597
C (0.9359, 2.5984, -1.6564)  -0.6161
C (0.5770, 4.0750, -1.8385)  -1.3594
H (0.1363, 1.9633, -2.0774)  0.4228
H (1.8581, 2.3301, -2.2048)  0.4694
H (0.4497, 4.2587, -2.9140)  0.4482
H (-0.3680, 4.3378, -1.3442)  0.3625
H (1.3673, 4.7486, -1.4780)  0.2572
N (4.7065, -3.1595, 2.0835)  -0.2014
C (3.3099, -3.6300, 1.8989)  -0.6810
C (2.6198, -2.5697, 1.2178)  0.7597
O (1.5118, -2.8541, 0.5879)  -0.5982
O (3.1518, -1.3868, 1.1502)  -0.9321
H (5.2353, -3.3988, 1.2474)  0.3899
H (5.1962, -3.5920, 2.8648)  0.4037
H (4.7060, -2.1322, 2.1468)  0.3196
H (3.2289, -4.4894, 1.2456)  0.3971
H (2.8266, -3.8196, 2.8577)  0.3487

Results
* LUMO level: -13.434 eV
* electronic energy: -4617.79685 Eh
* charge: +4
* frontier orbital gap: 6.04 eV

> electronic energy of number 2 (C27H43BN3O8SSiSn)?

-2747.68080 Eh